1.
The following is a quantum chemistry calculation of a molecular structure, C28H36N5PTi, from OMol25.

Structure (XYZ):
```
71
Properties=species:S:1:pos:R:3
Ti 0.345 -0.565 -1.017
C 0.521 3.542 -2.767
C 0.154 2.215 -2.203
N 1.000 1.288 -1.920
C 2.447 1.443 -2.101
C 3.132 0.766 -0.926
N 2.575 -0.597 -0.720
C 3.184 -1.644 -1.579
C 2.247 -2.834 -1.618
N 0.939 -2.380 -2.172
C -0.117 -3.438 -2.170
C -0.977 -3.285 -0.921
N -1.335 -1.867 -0.879
C -2.532 -1.411 -0.937
C -3.772 -2.236 -0.862
C -2.587 0.049 -1.222
C -3.738 0.815 -1.337
C -3.620 2.128 -1.764
C -2.371 2.649 -2.083
C -1.262 1.839 -1.925
N -1.386 0.579 -1.491
H 1.070 3.413 -3.702
H 1.178 4.079 -2.078
H -0.343 4.167 -2.965
H 2.756 2.485 -2.159
H 2.725 0.971 -3.047
H 2.941 1.335 -0.014
H 4.212 0.735 -1.079
H 2.774 -0.833 0.254
H 4.169 -1.938 -1.215
H 3.320 -1.244 -2.586
H 2.081 -3.225 -0.611
H 2.665 -3.644 -2.218
H 1.111 -2.127 -3.146
H 0.321 -4.434 -2.228
H -0.738 -3.295 -3.054
H -0.402 -3.528 -0.024
H -1.839 -3.950 -0.950
H -3.682 -3.015 -0.106
H -3.955 -2.724 -1.824
H -4.646 -1.636 -0.628
H -4.713 0.404 -1.119
H -4.504 2.744 -1.870
H -2.287 3.663 -2.445
C -0.410 -2.067 2.387
P 0.059 -0.494 1.601
C 1.541 0.038 2.494
C 2.628 -0.843 2.543
C 3.798 -0.475 3.189
C 3.893 0.776 3.789
C 2.815 1.648 3.754
C 1.638 1.285 3.108
C -1.287 0.666 1.918
C -1.180 1.964 1.407
C -2.192 2.886 1.621
C -3.330 2.515 2.330
C -3.447 1.226 2.830
C -2.428 0.302 2.630
H -0.544 -1.914 3.458
H 0.384 -2.802 2.254
H -1.334 -2.457 1.960
H 2.552 -1.847 2.130
H 4.626 -1.169 3.248
H 4.803 1.061 4.302
H 2.879 2.609 4.245
H 0.796 1.963 3.116
H -0.281 2.268 0.878
H -2.085 3.902 1.261
H -4.113 3.239 2.512
H -4.321 0.944 3.403
H -2.526 -0.685 3.063
```

Values from the calculation:
highest occupied orbital energy (alpha / beta): -16.9 / -16.9 eV
charge: +3
LUMO level (alpha / beta): -10.14 / -10.14 eV
multiplicity: 2
frontier orbital gap (alpha / beta): 0.2494 / 0.2481 hartree

***

2.
The following is a quantum chemistry calculation of a molecular structure, C28H36N9O4RuS4, from OMol25.

Structure (XYZ):
```
82
Properties=species:S:1:pos:R:3
Ru -1.854 -0.338 0.084
C -2.705 -5.330 1.797
C -3.566 -4.561 2.797
N -4.100 -3.315 2.256
C -3.277 -2.302 1.846
S -3.963 -1.136 0.719
N -2.077 -2.250 2.320
N -1.295 -1.186 1.893
C -0.052 -1.231 2.328
C 0.489 -2.533 2.840
C 0.762 -0.078 2.360
C 2.128 0.013 2.681
C 2.674 1.195 3.102
C 1.773 2.265 3.380
C 0.517 2.254 2.913
N 0.126 1.199 1.968
H -2.497 -6.342 2.153
H -1.762 -4.811 1.635
H -3.220 -5.401 0.837
H -2.983 -4.307 3.683
H -4.418 -5.165 3.109
H -4.959 -3.380 1.738
H 0.585 -3.229 2.003
H -0.222 -2.963 3.540
H 1.452 -2.415 3.332
H 2.726 -0.888 2.635
H 3.722 1.284 3.353
H 2.084 3.090 4.009
H -0.242 2.990 3.120
C -4.041 -1.282 -3.882
C -3.060 -1.307 -2.731
S -2.626 0.204 -2.072
C -2.496 -2.480 -2.289
C -2.852 -3.799 -2.926
S -1.346 -2.557 -1.022
H -4.372 -0.262 -4.062
H -4.917 -1.895 -3.661
H -3.590 -1.667 -4.801
H -3.093 -3.693 -3.985
H -3.724 -4.230 -2.425
H -2.026 -4.501 -2.820
N -3.783 7.096 1.059
C -3.459 5.999 0.964
C -3.080 4.616 0.835
C -3.503 3.679 1.769
C -3.144 2.356 1.587
N -2.407 1.940 0.556
C -2.014 2.843 -0.345
C -2.317 4.187 -0.245
H -4.093 3.980 2.624
H -3.463 1.588 2.283
H -1.446 2.466 -1.186
H -1.965 4.888 -0.988
C 6.577 -0.888 -1.596
C 6.733 0.594 -1.914
S 5.299 1.253 -2.762
O 4.713 0.214 -3.578
O 5.654 2.501 -3.384
C 4.116 1.583 -1.458
C 2.821 2.063 -2.123
N 1.669 1.725 -1.287
C 0.967 0.579 -1.379
N 0.228 0.387 -0.303
C 0.457 1.427 0.533
C 1.340 2.296 -0.057
N 1.621 3.658 0.249
O 0.848 4.226 0.985
O 2.578 4.195 -0.273
C 1.037 -0.336 -2.543
H 7.530 -1.311 -1.282
H 6.233 -1.420 -2.481
H 5.852 -1.053 -0.797
H 7.552 0.787 -2.608
H 6.865 1.214 -1.025
H 4.519 2.335 -0.779
H 3.958 0.634 -0.941
H 2.692 1.574 -3.086
H 2.860 3.133 -2.267
H -0.890 1.030 1.998
H 2.075 -0.571 -2.795
H 0.572 0.121 -3.419
H 0.499 -1.248 -2.298
```

Values from the calculation:
highest occupied orbital energy (alpha / beta): -6.4 / -6.4 eV
LUMO level (alpha / beta): -1.13 / -1.13 eV
multiplicity: 2
frontier orbital gap (alpha / beta): 0.1946 / 0.1945 hartree

***

3.
The following is a quantum chemistry calculation of a molecular structure, C28H37AlBBrN6O2P, from OMol25.

Structure (XYZ):
```
77
Properties=species:S:1:pos:R:3
Al 9.724 11.679 14.660
O 9.753 11.686 10.587
C 10.708 10.728 10.401
C 10.731 10.075 9.160
C 11.771 9.165 8.911
C 12.738 8.850 9.926
C 12.630 9.414 11.177
C 11.579 10.394 11.424
C 11.505 11.098 12.759
O 10.234 11.739 12.949
N 11.645 10.042 13.800
N 11.125 10.464 15.076
C 11.807 10.120 16.173
C 11.343 10.428 17.490
Br 9.460 10.615 17.775
C 12.204 10.462 18.573
C 11.746 10.609 19.949
C 10.649 9.898 20.508
C 10.292 10.171 21.828
C 10.787 11.300 22.504
C 11.819 12.062 21.882
C 12.273 11.709 20.635
H 9.748 11.954 11.586
H 9.864 10.223 8.555
H 11.833 8.596 7.933
H 13.587 8.184 9.669
H 13.311 9.111 11.961
H 12.342 11.866 12.934
H 12.642 9.894 13.914
H 12.814 9.686 16.066
H 13.212 10.692 18.414
H 10.157 9.068 19.964
H 9.528 9.587 22.339
H 10.493 11.563 23.526
H 12.182 12.929 22.389
H 12.992 12.346 20.064
B 6.779 13.066 15.915
N 6.771 11.634 15.351
C 5.706 10.868 15.132
C 6.094 9.760 14.370
C 7.468 9.922 14.169
N 7.912 11.092 14.642
N 8.302 13.487 16.278
C 8.586 14.522 17.126
C 9.769 15.145 16.764
C 10.298 14.349 15.735
N 9.429 13.366 15.422
H 6.339 13.902 15.164
H 6.115 13.067 16.908
H 4.799 11.137 15.641
H 5.505 8.862 14.197
H 8.044 9.195 13.595
H 7.944 14.776 18.008
H 10.119 16.074 17.192
H 11.232 14.475 15.182
C 11.208 4.751 12.204
C 10.699 5.761 13.203
P 9.117 5.388 14.100
C 9.587 3.868 15.010
C 8.711 3.763 16.250
C 8.033 4.641 12.739
C 6.621 4.536 13.266
H 12.313 4.631 12.169
H 10.969 4.929 11.162
H 10.876 3.797 12.458
H 10.463 6.705 12.693
H 11.499 6.103 13.894
H 10.631 3.910 15.259
H 9.571 3.061 14.281
H 8.269 4.752 16.508
H 9.378 3.525 17.085
H 7.915 3.039 16.164
H 8.374 3.613 12.487
H 8.209 5.347 11.921
H 5.933 4.497 12.447
H 6.246 5.358 13.953
H 6.616 3.639 13.925
```

Values from the calculation:
highest occupied orbital energy: -10.3 eV
charge: +1
LUMO level: -4.63 eV
frontier orbital gap: 0.2087 hartree

***

4.
The following is a quantum chemistry calculation of a molecular structure, C28H37AsN4W, from OMol25.

Structure (XYZ):
```
71
Properties=species:S:1:pos:R:3
W -0.658 0.103 -0.010
C -1.691 2.546 2.396
C -2.404 2.704 1.075
N -1.646 2.098 -0.082
C -2.460 2.311 -1.326
C -1.726 1.704 -2.484
N -1.309 0.308 -2.129
C -2.217 -0.760 -2.692
C -3.620 -0.802 -2.135
C -3.716 -0.805 -0.616
N -2.462 -1.223 0.118
C -2.882 -1.444 1.553
C -1.707 -1.259 2.463
N -1.130 0.097 2.180
C -1.875 1.160 2.958
H -2.112 3.261 3.104
H -0.631 2.812 2.310
H -2.556 3.756 0.828
H -3.388 2.232 1.097
H -0.823 2.700 -0.187
H -2.622 3.380 -1.474
H -3.434 1.854 -1.171
H -0.818 2.272 -2.705
H -2.335 1.697 -3.388
H -0.442 0.163 -2.647
H -1.706 -1.707 -2.525
H -2.255 -0.608 -3.772
H -4.066 -1.715 -2.535
H -4.237 0.009 -2.526
H -4.516 -1.473 -0.296
H -3.963 0.176 -0.212
H -2.173 -2.136 -0.240
H -3.336 -2.429 1.656
H -3.657 -0.709 1.767
H -0.933 -2.002 2.281
H -2.003 -1.331 3.511
H -0.202 0.087 2.599
H -1.520 1.092 3.987
H -2.931 0.894 2.965
C 6.508 1.456 0.644
C 6.035 0.689 -0.414
C 4.669 0.520 -0.610
C 3.830 1.144 0.299
C 4.258 1.941 1.354
C 5.630 2.076 1.525
As 1.902 0.924 0.129
C 1.481 -0.734 1.110
C 1.765 -0.957 2.473
C 1.692 -2.240 2.967
C 1.275 -3.315 2.145
C 0.939 -3.109 0.831
C 1.071 -1.807 0.288
C 1.040 -1.463 -1.138
C 0.793 -2.368 -2.201
C 1.053 -1.976 -3.490
C 1.528 -0.671 -3.773
C 1.729 0.246 -2.762
C 1.516 -0.158 -1.431
H 7.575 1.582 0.777
H 6.728 0.218 -1.098
H 4.314 -0.083 -1.434
H 3.576 2.462 2.013
H 6.007 2.686 2.335
H 2.125 -0.153 3.108
H 1.984 -2.440 3.992
H 1.244 -4.316 2.558
H 0.657 -3.948 0.208
H 0.458 -3.379 -2.002
H 0.920 -2.677 -4.305
H 1.755 -0.401 -4.798
H 2.105 1.237 -2.993
```

Values from the calculation:
highest occupied orbital energy (alpha / beta): -19.7 / -19.7 eV
charge: +4
LUMO level (alpha / beta): -13.86 / -13.95 eV
multiplicity: 3
frontier orbital gap (alpha / beta): 0.2150 / 0.2117 hartree

***

5.
The following is a quantum chemistry calculation of a molecular structure, C28H37BLiN7O4S3, from OMol25.

Structure (XYZ):
```
81
Properties=species:S:1:pos:R:3
Li 0.297 -1.239 -0.635
C 4.783 -0.244 3.452
C 3.488 -0.927 3.009
C 3.789 -1.715 1.734
C 3.012 -1.839 4.141
N 2.459 0.118 2.757
C 2.644 1.471 2.989
C 1.491 2.085 2.680
N 0.584 1.140 2.250
B -0.795 1.750 1.767
N -0.486 2.760 0.647
C -1.057 4.009 0.630
C -0.765 4.589 -0.542
N -0.001 3.685 -1.276
C 0.166 2.542 -0.530
S 1.102 1.180 -0.899
C 0.290 3.984 -2.701
C 1.179 2.963 -3.405
C 1.000 5.341 -2.761
C -1.053 4.040 -3.438
N -1.910 0.743 1.400
C -2.267 -0.217 2.322
C -3.224 -0.987 1.787
N -3.483 -0.501 0.514
C -2.723 0.615 0.308
S -2.959 1.768 -0.927
C -4.551 -1.071 -0.353
C -4.179 -1.064 -1.838
C -5.827 -0.264 -0.106
C -4.752 -2.538 0.034
C 1.179 -0.077 2.299
S 0.486 -1.575 1.895
H 5.522 -1.024 3.637
H 4.657 0.326 4.375
H 5.176 0.409 2.671
H 4.667 -2.342 1.909
H 3.985 -1.053 0.889
H 2.953 -2.348 1.452
H 3.771 -2.602 4.330
H 2.080 -2.327 3.867
H 2.861 -1.262 5.058
H 3.576 1.889 3.313
H 1.243 3.132 2.686
H -1.186 2.408 2.718
H -1.650 4.360 1.455
H -1.060 5.544 -0.931
H 2.139 2.838 -2.911
H 1.341 3.339 -4.420
H 0.713 1.984 -3.456
H 1.936 5.297 -2.201
H 0.392 6.151 -2.356
H 1.229 5.580 -3.801
H -1.578 3.093 -3.307
H -0.882 4.214 -4.503
H -1.693 4.837 -3.055
H -1.744 -0.321 3.255
H -3.677 -1.877 2.175
H -4.196 -0.065 -2.259
H -4.909 -1.691 -2.359
H -3.188 -1.497 -1.965
H -5.663 0.776 -0.392
H -6.107 -0.302 0.950
H -6.647 -0.673 -0.701
H -3.819 -3.097 -0.080
H -5.483 -2.970 -0.651
H -5.150 -2.657 1.045
O -1.991 -4.331 -1.015
C -1.128 -3.440 -1.083
O -1.289 -2.197 -0.957
C 0.318 -3.889 -1.345
C 0.623 -5.238 -1.450
C 1.938 -5.598 -1.702
C 2.885 -4.603 -1.863
C 2.503 -3.270 -1.731
N 1.243 -2.930 -1.456
C 3.559 -2.151 -1.899
O 4.613 -2.518 -2.469
O 3.242 -1.035 -1.455
H -0.180 -5.952 -1.331
H 2.218 -6.644 -1.781
H 3.921 -4.802 -2.100
```

Values from the calculation:
highest occupied orbital energy: -1.9 eV
charge: -2
LUMO level: 4.35 eV
frontier orbital gap: 0.2288 hartree

***

6.
The following is a quantum chemistry calculation of a molecular structure, C28H37Br41ClN2O5P, from OMol25.

Structure (XYZ):
```
115
Properties=species:S:1:pos:R:3
C 7.462 2.000 -0.383
O 7.203 0.731 -0.936
C 6.632 -0.194 -0.020
C 5.635 -1.055 -0.789
C 4.632 -1.785 0.101
C 3.223 -1.879 -0.496
C 2.388 -0.583 -0.352
C 1.471 -0.291 -1.572
Br 2.712 0.164 -3.003
C 0.735 -1.612 -1.842
O 1.107 -2.540 -2.522
N -0.488 -1.588 -1.205
C -0.851 -0.223 -0.809
C -1.164 -0.208 0.710
C -2.004 -1.372 1.159
O -1.827 -1.909 2.205
Cl -3.353 -1.956 0.137
C 0.267 0.698 -1.350
C -0.090 1.690 -2.474
C -1.130 1.252 -3.532
C -1.005 -0.125 -4.141
N 0.061 -0.504 -4.959
O -1.890 -0.933 -3.913
P 0.847 1.841 0.077
O -0.478 2.724 0.442
Br 2.368 3.297 -0.769
H 8.387 2.411 -0.788
H 7.574 1.969 0.705
H 6.659 2.705 -0.608
H 7.414 -0.830 0.407
H 6.083 0.345 0.756
H 6.169 -1.756 -1.432
H 5.121 -0.366 -1.463
H 4.955 -2.805 0.317
H 4.554 -1.283 1.073
H 2.702 -2.665 0.052
H 3.296 -2.215 -1.529
H 1.794 -0.714 0.555
H 3.085 0.236 -0.167
H -1.195 -2.046 -1.769
H -1.793 0.094 -1.263
H -0.283 -0.241 1.345
H -1.748 0.690 0.925
H -0.558 2.554 -1.995
H 0.810 2.067 -2.950
H -2.155 1.348 -3.183
H -1.029 1.968 -4.359
H 0.544 -1.277 -4.503
H 0.743 0.240 -5.066
H -0.533 3.544 -0.076
C 0.768 -6.254 -0.679
Br 1.562 -5.073 0.614
Br 1.072 -8.107 -0.239
Br -1.097 -5.865 -0.893
H 1.254 -6.068 -1.626
C 0.166 0.353 4.926
Br 1.165 1.265 6.291
Br -0.758 1.587 3.772
Br 1.269 -0.870 3.928
H -0.604 -0.222 5.422
C -1.936 -3.093 7.260
Br -2.712 -1.623 6.287
Br -1.424 -4.527 6.090
Br -0.478 -2.503 8.370
H -2.704 -3.478 7.915
C -6.440 0.283 -0.492
Br -7.553 0.031 -2.039
Br -4.833 1.250 -0.926
Br -7.392 1.118 0.953
H -6.137 -0.698 -0.151
C -3.676 -0.860 -7.777
Br -4.369 0.699 -8.678
Br -3.383 -2.315 -9.005
Br -2.091 -0.474 -6.756
H -4.436 -1.185 -7.080
C -0.363 -8.128 3.280
Br 0.195 -9.897 3.786
Br -2.279 -7.968 3.224
Br 0.422 -6.781 4.407
H 0.001 -7.954 2.277
C 6.647 6.224 1.862
Br 5.227 5.091 1.231
Br 7.034 5.906 3.719
Br 8.220 6.057 0.767
H 6.304 7.245 1.777
C -5.437 1.582 7.603
Br -7.233 1.987 7.049
Br -5.363 -0.032 8.645
Br -4.233 1.536 6.099
H -5.109 2.388 8.243
C 5.000 6.171 -3.257
Br 5.537 7.470 -1.941
Br 5.424 4.372 -2.723
Br 3.136 6.357 -3.702
H 5.567 6.375 -4.153
C 0.961 6.968 1.021
Br 0.861 5.080 1.390
Br -0.062 7.401 -0.552
Br 0.435 8.032 2.535
H 1.994 7.204 0.808
C -4.244 5.237 -0.988
Br -4.043 7.048 -1.597
Br -2.691 4.176 -1.414
Br -4.650 5.147 0.886
H -5.077 4.803 -1.523
C -6.195 -3.290 2.438
Br -5.638 -5.052 2.971
Br -8.107 -3.166 2.249
Br -5.508 -1.945 3.625
H -5.766 -3.103 1.464
C -3.817 -5.095 -4.456
Br -2.937 -3.985 -3.157
Br -3.621 -6.964 -4.045
Br -5.665 -4.601 -4.672
H -3.328 -4.922 -5.404
```

Values from the calculation:
highest occupied orbital energy: -9.0 eV
LUMO level: -0.40 eV
frontier orbital gap: 0.3178 hartree